No. 1
{
  "formula": "C23H42Cl2N2O6PPd",
  "method": "the ωB97M-V functional and the def2-TZVPD basis",
  "elements": ["O", "C", "C", "C", "H", "C", "H", "C", "H", "C", "H", "C", "H", "H", "C", "C", "H", "H", "H", "C", "C", "H", "H", "H", "H", "Pd", "Cl", "Cl", "C", "O", "N", "C", "C", "H", "H", "H", "H", "H", "H", "H", "H", "H", "C", "C", "N", "H", "C", "O", "H", "H", "H", "H", "C", "C", "O", "P", "O", "C", "C", "O", "C", "C", "H", "H", "H", "H", "H", "H", "H", "H", "H", "H", "H", "H", "H", "H", "H"],
  "coordinates": [[1.9324, -4.3674, -0.7890], [2.7418, -3.4934, -0.9601], [3.5089, -2.9215, 0.1943], [3.2512, -1.7813, 0.9744], [2.4078, -1.1218, 0.8123], [4.1847, -1.4941, 2.0011], [4.0924, -0.6136, 2.6635], [5.3045, -2.2875, 2.1522], [6.0288, -2.1150, 2.9586], [5.5382, -3.4205, 1.3549], [6.3762, -4.1116, 1.4694], [4.6352, -3.6831, 0.3500], [4.7669, -4.4672, -0.4013], [3.1405, -2.8566, -1.8482], [0.9582, -1.6314, -2.8537], [1.5453, -0.8332, -1.6758], [1.6959, -1.7860, -3.6955], [0.2274, -0.8748, -3.1826], [0.3814, -2.5267, -2.5588], [2.7872, -0.2595, -1.6566], [3.1067, 0.7497, -2.7377], [3.3467, -0.0886, -0.7449], [4.1815, 0.8952, -2.9600], [2.8123, 1.7263, -2.3109], [2.5528, 0.7114, -3.7033], [0.2642, 0.3501, -0.8287], [1.6334, 2.0565, 0.2505], [-0.3283, 1.4873, -2.8444], [-1.4545, 3.6216, -0.8902], [-2.4029, 3.3433, -0.1273], [-1.5415, 4.3822, -1.9960], [-2.8376, 5.0132, -2.2417], [-0.3822, 4.8438, -2.7646], [-0.4228, 3.2071, -0.7275], [-3.6313, 4.2943, -1.9971], [-2.8718, 5.2950, -3.3252], [-2.9723, 5.9331, -1.6211], [0.2800, 3.9915, -2.8465], [0.1192, 5.6852, -2.2661], [-0.7388, 5.1493, -3.7572], [-4.3418, -1.9094, -2.0689], [-3.4403, -4.4333, -0.2636], [-3.5018, -2.4630, -2.5265], [-2.6915, -4.3167, -1.0605], [-2.5629, -2.9416, -1.5152], [-2.9683, -1.7808, -3.2037], [-1.7184, -2.0687, -0.9424], [-1.7360, -0.8671, -1.2964], [-1.7355, -4.6749, -0.6637], [-1.0468, -2.4908, -0.1630], [-3.8718, -3.3353, -3.0723], [-2.9915, -4.9452, -1.9000], [1.4785, -0.0707, 3.8483], [0.4929, -1.1111, 3.4103], [0.1292, -0.9970, 1.9906], [-0.6881, 0.2004, 1.3039], [-0.6834, 1.3115, 2.4541], [-0.7981, 2.7340, 2.3917], [-0.9437, 3.3172, 3.7654], [-2.2112, -0.3209, 1.4204], [-3.4187, 0.5773, 1.2668], [-4.6076, -0.3105, 1.0406], [2.0465, 0.3229, 3.0063], [2.2128, -0.4376, 4.5700], [0.9904, 0.7710, 4.3397], [0.9203, -2.1103, 3.4881], [-0.4273, -1.0599, 4.0090], [0.0741, 3.0723, 1.8359], [-1.6666, 3.0116, 1.7983], [-0.0868, 3.1050, 4.4120], [-1.0613, 4.4004, 3.6777], [-1.8547, 2.9272, 4.2312], [-3.5553, 1.1765, 2.1761], [-3.2309, 1.2636, 0.4244], [-4.7605, -1.0240, 1.8564], [-5.4987, 0.3215, 0.9862], [-4.4627, -0.8454, 0.1037]],
  "atomic_forces_ev_per_a": [[0.04, -0.04, -1.21], [0.25, 2.61, 0.60], [-0.74, 0.63, 0.30], [0.94, -0.51, 0.75], [-0.18, -0.26, -0.03], [-0.39, 0.43, -0.56], [-0.20, -0.58, -0.61], [1.06, -1.23, 0.65], [-0.38, 0.25, -0.29], [0.00, 0.30, 0.01], [-0.02, 0.54, 0.25], [0.59, -0.48, -0.05], [0.30, -0.11, 0.54], [-1.26, -1.83, -0.02], [-0.10, 1.75, -0.22], [2.64, -3.04, -1.16], [-0.69, -0.19, 0.99], [-0.18, -0.64, -0.68], [0.65, 0.22, -0.12], [-1.25, 0.57, -0.89], [0.65, 0.78, -0.72], [-0.27, 0.16, 0.10], [-0.23, -0.44, 0.08], [-0.07, -0.26, -0.03], [0.24, -0.50, 0.78], [-1.48, 1.07, 1.99], [0.81, 0.70, 0.32], [-0.26, 0.59, -1.29], [0.57, -0.99, 0.57], [0.74, 0.69, -1.23], [-1.13, 0.92, 0.24], [0.26, 0.33, -0.55], [-0.53, -0.25, 0.57], [-0.76, 0.39, 0.02], [0.23, 0.33, -0.12], [-0.16, -0.22, 0.92], [0.01, -0.56, -0.40], [0.32, -0.04, -0.17], [-0.08, -0.07, -0.18], [0.23, -0.13, 0.25], [0.28, -0.23, -0.21], [0.02, 0.11, -0.17], [0.25, 0.27, 0.12], [0.15, 0.06, 0.35], [-0.29, -0.55, 0.00], [-0.25, -0.18, 0.21], [-0.35, 1.81, -0.74], [0.21, -2.29, 0.50], [-0.12, 0.08, -0.14], [-0.18, 0.28, -0.40], [-0.03, 0.23, 0.03], [0.14, -0.01, 0.05], [0.57, 0.83, 0.44], [-0.87, -0.33, -0.65], [0.25, -0.13, 1.28], [-0.09, 0.63, -0.62], [0.03, -0.37, 1.03], [0.01, 0.18, -0.95], [0.00, -0.12, 0.34], [-1.82, 0.27, 0.53], [1.71, -0.44, -0.03], [-0.02, 0.00, -0.02], [-0.12, 0.03, -0.13], [-0.10, -0.38, -0.04], [-0.06, 0.04, -0.23], [-0.09, -0.01, -0.05], [0.20, -0.12, -0.13], [0.10, 0.32, 0.25], [-0.03, -0.16, -0.03], [-0.09, 0.01, -0.05], [0.08, -0.04, 0.00], [0.13, 0.01, 0.10], [0.35, -0.17, -0.07], [-0.07, -0.30, 0.31], [0.17, 0.06, -0.09], [0.00, -0.10, -0.17], [-0.20, -0.10, -0.03]],
  "mulliken_charge": [-0.58, -0.18, 0.44, 0.53, 0.70, -1.12, 0.35, -0.48, 0.35, -0.62, 0.35, -0.37, 0.35, 0.24, -1.29, 0.89, 0.38, 0.51, 0.19, -0.45, -1.42, 0.27, 0.38, 0.18, 0.33, 1.16, -0.63, -0.75, -0.06, -0.81, 0.32, -0.94, -0.72, 0.35, 0.26, 0.31, 0.29, 0.19, 0.25, 0.30, 0.22, 0.30, -0.88, -0.90, 0.36, 0.28, -0.26, -0.71, 0.30, 0.24, 0.34, 0.32, -0.70, -0.48, -0.21, 0.13, -0.02, 0.42, -1.56, -0.39, 0.30, -1.16, 0.07, 0.39, 0.17, 0.37, 0.32, 0.16, 0.10, 0.34, 0.41, 0.30, 0.23, 0.08, 0.30, 0.43, -0.02],
  "charge": -1,
  "multiplicity": 3,
  "e_lumo_ev": [2.648, 2.647],
  "orbital_gap_ev": [5.997, 6.162]
}

=====

No. 2
{
  "formula": "C23H42Cl3N4O3SSiSn",
  "method": "the ωB97M-V functional and the def2-TZVPD basis",
  "elements": ["C", "C", "H", "H", "H", "C", "C", "H", "H", "H", "H", "Sn", "Cl", "Cl", "C", "O", "N", "C", "C", "H", "H", "H", "H", "H", "H", "H", "H", "H", "C", "C", "N", "H", "C", "O", "H", "H", "H", "H", "O", "C", "C", "C", "H", "C", "H", "C", "H", "C", "C", "H", "H", "H", "Si", "Cl", "C", "C", "C", "H", "H", "H", "H", "H", "H", "H", "H", "H", "S", "C", "N", "C", "C", "N", "H", "H", "H", "H", "H", "H"],
  "coordinates": [[-6.9769, 0.0843, -4.3017], [-6.8320, 0.1054, -5.7925], [-7.6629, 0.8694, -3.9640], [-6.0054, 0.2396, -3.8117], [-7.3816, -0.8794, -3.9511], [-7.6962, 0.7071, -6.6245], [-8.9866, 1.3080, -6.1864], [-7.4784, 0.7661, -7.6902], [-8.8899, 1.8739, -5.2510], [-9.7675, 0.5475, -6.0346], [-9.3509, 1.9912, -6.9617], [-0.0867, -0.0195, 0.0770], [0.0633, -2.2872, 0.9196], [-2.3400, -0.1147, -0.7645], [0.2474, -1.7500, -2.4095], [0.5661, -0.5947, -1.9618], [0.5652, -2.1167, -3.6377], [1.3214, -1.2453, -4.5394], [0.1901, -3.4337, -4.1457], [-0.3005, -2.4710, -1.7774], [1.8027, -0.4356, -3.9845], [0.6603, -0.8245, -5.3109], [2.0768, -1.8530, -5.0475], [-0.2701, -3.9971, -3.3253], [1.0818, -3.9611, -4.5092], [-0.5256, -3.3467, -4.9776], [-3.3466, 3.5682, 0.7001], [-2.9018, 2.6758, -1.8637], [-2.3882, 4.1020, 0.6227], [-2.1769, 3.4981, -1.7933], [-1.5809, 3.5548, -0.4624], [-1.8265, 3.9891, 1.5557], [-0.4750, 2.8793, -0.1851], [0.0009, 1.9765, -0.9569], [-1.3937, 3.3588, -2.5441], [0.0178, 3.0956, 0.7745], [-2.5964, 5.1622, 0.4366], [-2.6975, 4.4428, -1.9671], [-4.5087, 0.3837, -6.2678], [-5.5731, -0.5624, -6.3350], [-5.4242, -0.3942, -8.8885], [-5.7385, -1.1303, -7.7442], [-4.9961, 0.6064, -8.7779], [-5.6693, -0.9496, -10.1503], [-5.3591, -1.4027, -5.6545], [-6.2715, -2.4216, -7.8596], [-5.4060, -0.3749, -11.0386], [-6.2515, -2.2147, -10.2648], [-6.5593, -2.9495, -9.1150], [-6.4734, -2.9659, -6.9351], [-6.4619, -2.6321, -11.2498], [-7.0217, -3.9327, -9.1916], [-2.8723, 0.2514, -5.9854], [-0.8026, 1.0053, 2.1816], [-2.0813, 1.6643, -6.9145], [-2.2939, -1.3843, -6.6866], [-2.6134, 0.4150, -4.1486], [-2.4779, 1.7300, -7.9380], [-0.9913, 1.5303, -6.9791], [-2.2789, 2.6240, -6.4160], [-3.0318, 1.3658, -3.7840], [-1.5515, 0.3946, -3.8616], [-3.1119, -0.3901, -3.5940], [-2.6474, -1.5037, -7.7233], [-2.6771, -2.2362, -6.1066], [-1.1948, -1.4481, -6.7024], [2.3925, 0.4794, 0.4009], [2.5570, 0.5496, 2.1083], [2.2516, -0.4282, 2.9777], [2.3700, 0.0131, 4.3597], [2.9057, 1.4378, 4.2319], [3.0036, 1.6220, 2.7928], [1.7607, -1.2702, 2.6739], [3.0687, -0.6338, 4.8964], [1.4013, -0.0094, 4.8733], [3.8905, 1.5371, 4.6985], [2.2279, 2.1788, 4.6750], [3.1840, 2.5094, 2.3336]],
  "atomic_forces_ev_per_a": [[-0.15, -0.03, 0.21], [-0.14, 0.30, -0.89], [0.19, -0.21, 0.04], [-0.21, -0.07, -0.13], [0.16, 0.21, -0.07], [0.52, -0.52, 0.53], [-0.42, 0.51, -0.05], [-0.02, -0.29, 0.19], [-0.08, -0.10, -0.21], [0.21, 0.13, -0.02], [-0.06, -0.04, 0.22], [-0.52, -0.03, 0.49], [0.17, -2.44, 0.80], [-2.29, -0.30, -0.82], [0.69, 3.08, 1.44], [-0.11, -3.37, -2.86], [0.17, -0.58, -0.92], [-0.19, -0.15, 0.02], [-0.07, 0.22, 0.08], [0.19, 0.19, -0.22], [-0.24, -0.24, 0.00], [0.10, -0.02, 0.23], [-0.01, 0.08, 0.09], [0.12, 0.05, -0.29], [-0.18, 0.04, 0.14], [0.17, -0.01, 0.23], [0.31, 0.01, 0.07], [0.23, 0.09, -0.01], [0.22, 0.06, -0.27], [-0.11, -0.25, 0.35], [-0.94, 0.59, -0.12], [-0.25, -0.02, -0.12], [1.72, -1.88, -1.39], [-0.76, 3.51, 0.69], [-0.12, -0.06, 0.21], [-0.30, -0.03, -0.24], [0.00, -0.05, 0.05], [0.02, 0.04, -0.04], [-0.45, 0.06, -0.28], [0.56, 0.27, -0.01], [-0.09, -0.29, 0.02], [-0.01, -0.09, 0.31], [-0.12, -0.37, -0.06], [-0.01, 0.02, 0.25], [0.05, 0.01, -0.16], [0.03, 0.51, -0.18], [-0.12, -0.20, 0.15], [0.04, 0.09, 0.11], [0.12, 0.10, 0.05], [-0.06, -0.02, -0.34], [0.06, 0.11, 0.24], [0.16, 0.18, -0.06], [-0.33, -0.02, 0.41], [-0.65, 1.13, 2.24], [0.04, 0.18, -0.19], [0.16, -0.26, -0.19], [0.16, -0.05, -0.20], [0.12, -0.03, 0.19], [-0.24, 0.06, 0.04], [0.06, -0.24, -0.10], [0.12, -0.27, -0.12], [-0.24, 0.01, 0.05], [0.13, 0.15, -0.02], [0.09, 0.05, 0.26], [0.09, 0.17, -0.09], [-0.27, -0.02, 0.04], [2.70, 0.48, 1.95], [0.08, -0.38, -2.28], [0.00, -0.41, 0.09], [-0.40, -0.55, -0.01], [0.03, 0.66, -0.06], [0.13, 0.76, 0.26], [0.02, 0.49, 0.05], [-0.02, 0.04, 0.11], [0.14, -0.02, -0.14], [-0.03, 0.04, 0.06], [0.12, -0.20, 0.01], [-0.20, -0.56, 0.18]],
  "mulliken_charge": [-1.35, 0.22, 0.39, 0.24, 0.27, 0.06, -1.37, 0.31, 0.36, 0.26, 0.36, 0.45, -0.64, -0.44, 0.24, -0.67, 0.33, -0.93, -0.85, 0.15, 0.27, 0.12, 0.44, 0.29, 0.34, 0.22, 0.28, 0.32, -0.91, -1.03, 0.39, 0.29, -0.49, -0.31, 0.26, 0.50, 0.33, 0.35, -0.34, 0.14, 0.10, 0.06, 0.44, -0.78, 0.54, -0.44, 0.38, -0.39, -0.65, 0.38, 0.37, 0.39, 0.03, -0.49, -1.02, -0.99, -0.40, 0.26, 0.31, 0.32, -0.08, 0.19, 0.30, 0.36, 0.29, 0.44, -0.20, -0.10, 0.02, -0.48, -0.46, -0.07, 0.20, 0.30, 0.25, 0.27, 0.26, 0.23],
  "charge": -1,
  "e_lumo_ev": 2.216,
  "orbital_gap_ev": 2.800,
  "de_lowest_kj_mol": 0.0
}

=====

No. 3
{
  "formula": "C23H42N2O3OsP2",
  "method": "the ωB97M-V functional and the def2-TZVPD basis",
  "elements": ["P", "P", "C", "C", "H", "H", "H", "H", "C", "H", "H", "H", "C", "H", "H", "H", "C", "H", "H", "H", "C", "H", "H", "H", "Os", "C", "C", "C", "C", "C", "C", "C", "C", "C", "H", "H", "H", "H", "H", "H", "H", "H", "H", "H", "H", "H", "H", "H", "H", "C", "C", "C", "C", "C", "C", "O", "N", "C", "O", "N", "C", "O", "H", "H", "H", "H", "H", "H", "H", "H", "H", "H", "H"],
  "coordinates": [[3.7245, 2.1543, -1.1186], [3.7680, -0.9009, -0.1409], [5.3660, 1.3394, -0.7671], [5.3059, -0.1706, -0.9091], [5.6835, 1.6418, 0.2394], [6.0812, 1.7701, -1.4829], [5.3362, -0.4865, -1.9606], [6.1579, -0.6426, -0.3997], [4.5090, -0.9264, 1.5628], [3.8673, -1.5071, 2.2386], [4.6456, 0.0853, 1.9690], [5.4894, -1.4206, 1.4865], [4.2160, -2.6382, -0.5359], [5.2085, -2.8335, -0.1054], [4.2499, -2.7822, -1.6233], [3.4781, -3.3153, -0.0886], [4.3151, 3.8786, -0.9380], [3.5091, 4.5621, -1.2334], [5.1836, 4.0125, -1.5995], [4.6052, 4.0725, 0.1031], [3.9541, 2.0431, -2.9417], [3.9399, 1.0042, -3.2996], [4.9376, 2.4903, -3.1587], [3.1718, 2.6200, -3.4493], [-1.1162, 0.6987, -0.1874], [0.2130, -1.2487, -0.1423], [0.2803, -0.4815, 1.0369], [1.3601, 0.4513, 1.5233], [1.3545, 1.9036, 1.0263], [0.4225, 2.1979, -0.1123], [0.3701, 1.5276, -1.3852], [1.2639, 0.3858, -1.8018], [0.8603, -1.0662, -1.4633], [-2.5116, 2.0825, -0.1323], [-0.2942, -2.2071, -0.0418], [-0.2759, -0.9195, 1.8759], [2.3434, 0.0016, 1.3221], [1.2868, 0.4907, 2.6213], [1.0697, 2.5542, 1.8732], [2.3892, 2.2144, 0.7609], [0.0569, 3.2317, -0.1090], [0.0348, 2.1661, -2.2126], [2.2467, 0.5451, -1.2970], [1.4338, 0.4659, -2.8899], [0.1950, -1.4440, -2.2663], [1.7813, -1.6834, -1.5212], [-3.3329, 1.7969, -0.8103], [-2.1132, 3.0698, -0.3902], [-2.8956, 2.0656, 0.9020], [-6.2498, 0.5249, 0.4151], [-6.0345, -0.6344, 1.3706], [-4.8545, -1.5726, 0.9822], [-4.8092, -2.7954, 1.9458], [-4.8654, -2.4578, 3.4251], [-5.1119, -2.1291, -0.4222], [-6.1382, -2.7341, -0.7258], [-4.1337, -1.9477, -1.3836], [-3.0099, -1.1242, -1.3036], [-2.2933, -0.8948, -2.2814], [-2.7571, -0.5947, -0.0635], [-3.5127, -0.7988, 1.0640], [-3.1067, -0.3378, 2.1414], [-5.4042, 1.2245, 0.4376], [-7.1489, 1.0707, 0.7227], [-6.4109, 0.1707, -0.6131], [-5.8561, -0.2613, 2.3905], [-6.9416, -1.2582, 1.4031], [-5.6472, -3.4572, 1.6883], [-3.8855, -3.3499, 1.7169], [-5.8995, -2.2487, 3.7391], [-4.5093, -3.3190, 3.9973], [-4.2315, -1.5917, 3.6342], [-4.3144, -2.3331, -2.3070]],
  "atomic_forces_ev_per_a": [[3.80, 0.61, -1.57], [3.24, -0.56, 0.69], [-0.17, -0.56, 0.92], [-0.18, 0.14, -0.41], [-0.04, -0.14, -0.15], [-0.31, 0.09, 0.19], [0.03, 0.18, 0.16], [-0.19, 0.10, -0.23], [-0.41, 0.03, 0.24], [0.22, 0.20, -0.01], [-0.11, -0.26, -0.03], [-0.37, 0.19, 0.14], [-0.57, -0.23, -0.19], [-0.34, -0.04, -0.19], [-0.08, -0.11, 0.26], [0.26, -0.04, -0.18], [-0.91, 0.45, 0.67], [0.34, 0.07, 0.11], [-0.32, -0.13, 0.20], [-0.12, 0.06, -0.28], [-1.07, -0.21, -0.40], [-0.07, 0.34, 0.10], [-0.45, -0.14, 0.12], [0.21, -0.18, -0.11], [-2.34, -1.85, -1.43], [0.76, -0.72, 1.14], [0.01, -0.95, 0.12], [0.74, 0.50, 0.54], [-0.01, 0.14, 0.60], [0.12, 0.20, -0.54], [0.32, 0.96, 0.37], [1.00, -0.16, -0.36], [0.05, 0.63, -0.99], [-1.03, 1.70, 0.30], [-0.42, 0.32, -0.05], [0.00, 0.04, -0.40], [-0.59, 0.16, 0.10], [-0.04, -0.14, -0.38], [0.17, -0.18, -0.43], [-0.32, -0.08, 0.20], [-0.01, -0.44, -0.08], [-0.36, -0.40, 0.30], [-1.03, -0.17, -0.56], [-0.08, -0.15, 0.46], [0.20, 0.05, 0.54], [-0.49, 0.04, 0.08], [0.29, 0.12, 0.13], [-0.32, -0.08, 0.12], [-0.02, 0.20, -0.18], [-0.14, 0.06, -0.07], [0.05, -0.26, 0.21], [0.18, 0.23, -0.19], [0.23, -0.34, -0.33], [-0.14, 0.12, 0.16], [-2.10, -0.94, 0.01], [1.93, 1.11, 0.66], [1.43, 0.71, -0.82], [-1.57, -1.15, -0.28], [0.04, 0.30, 1.18], [1.60, 0.61, -0.26], [-0.80, 0.05, 2.09], [-0.22, -0.34, -1.91], [-0.14, -0.05, -0.07], [0.24, 0.00, -0.17], [0.04, 0.16, 0.20], [0.01, -0.16, -0.35], [0.35, 0.12, -0.02], [0.22, 0.23, -0.12], [-0.18, 0.00, 0.09], [0.41, 0.00, -0.04], [-0.08, 0.17, 0.00], [-0.17, -0.26, 0.24], [-0.14, 0.03, 0.17]],
  "mulliken_charge": [1.29, 1.03, -1.25, -1.35, 0.48, 0.67, 0.46, 0.63, -1.51, 0.41, 0.39, 0.55, -1.39, 0.47, 0.47, 0.41, -1.04, 0.41, 0.43, 0.41, -1.55, 0.36, 0.55, 0.43, 0.75, -0.65, -0.43, 0.51, -0.62, -0.24, -0.79, 1.22, -1.57, -1.34, 0.48, 0.54, -1.28, 0.83, 0.50, -0.07, 0.74, 0.54, -2.21, 0.81, 0.51, 0.81, 0.39, 0.54, 0.38, -1.11, -1.12, 2.17, -1.07, -1.33, -0.24, -0.58, 0.03, 0.40, -0.63, -0.11, -0.06, -0.65, 0.15, 0.46, 0.29, 0.46, 0.47, 0.52, 0.42, 0.33, 0.41, 0.33, 0.33],
  "charge": 2,
  "multiplicity": 5,
  "e_lumo_ev": [-6.241, -9.915],
  "orbital_gap_ev": [8.408, 4.709],
  "de_lowest_kj_mol": 0.0
}